No. 1
{
  "formula": "C5H11N6OS",
  "method": "ωB97M-V/def2-TZVPD",
  "total_charge": 1,
  "total_energy_ev": -27177.9806,
  "multiplicity": 1,
  "smiles": "NC(=[NH2+])OCc1cnc(N(N)N)s1",
  "species": ["N", "C", "N", "O", "C", "C", "C", "N", "C", "N", "N", "N", "S", "H", "H", "H", "H", "H", "H", "H", "H", "H", "H", "H"],
  "xyz": [[-1.6358, -0.3521, -2.1277], [-1.1434, -1.5927, -2.1746], [-2.0444, -2.6299, -2.4171], [0.0641, -1.9142, -2.0103], [1.2083, -1.0061, -1.8207], [1.0150, -0.0257, -0.7443], [1.4364, 1.3059, -0.7281], [1.1873, 1.9486, 0.3993], [0.5331, 1.1946, 1.2247], [0.0720, 1.5971, 2.5559], [0.9883, 2.4348, 3.1436], [-0.3910, 0.3632, 3.2210], [0.2099, -0.4237, 0.7883], [-2.7048, -0.2826, -2.1236], [-0.9844, 0.2151, -1.5958], [-3.0174, -2.3834, -2.2086], [-1.8877, -3.6306, -2.4357], [1.5311, -0.5815, -2.8525], [2.1909, -1.5844, -1.6104], [2.0239, 1.6717, -1.5035], [0.5867, 3.2727, 3.4912], [1.5053, 2.0029, 3.8620], [-1.0751, 0.5862, 3.9947], [0.3318, -0.1860, 3.6722]],
  "atomic_forces_ev_per_a": [[-1.1, -1.2, 0.0], [-3.4, -1.8, -0.6], [0.0, 2.0, 0.6], [2.0, -0.8, 0.1], [2.9, 0.1, -1.7], [-0.6, 1.1, 0.2], [-0.9, -3.7, 0.1], [-0.6, 1.0, 1.7], [-0.5, 0.9, 2.5], [-0.1, -2.3, -1.8], [0.3, 0.4, -0.2], [-1.1, 1.7, 0.8], [0.6, 0.1, -1.4], [2.5, 0.4, 0.2], [-0.6, 1.1, 0.1], [0.7, -0.3, -0.3], [0.8, 0.4, 0.1], [-1.2, -0.2, 1.6], [-2.3, -0.2, -0.1], [0.7, 1.1, -1.2], [-0.7, 0.6, 0.2], [0.9, -0.8, 0.8], [0.9, 0.1, -1.5], [0.7, 0.3, -0.1]]
}

***

No. 2
{
  "formula": "C5H11NO",
  "method": "ωB97M-V/def2-TZVPD",
  "total_energy_ev": -8898.8154,
  "multiplicity": 1,
  "smiles": "C=NC(=C)CC.O",
  "species": ["C", "N", "C", "C", "C", "C", "H", "H", "H", "H", "H", "H", "H", "H", "H", "O", "H", "H"],
  "xyz": [[0.6198, 0.3422, -2.1878], [0.7399, -0.0390, -0.9929], [-0.2790, -0.8215, -0.3851], [-0.8004, -1.8977, -0.9952], [-0.3921, -0.5824, 1.1235], [0.9327, -0.4108, 1.8634], [1.0746, 1.2569, -2.5510], [-0.0827, -0.1493, -2.9026], [-1.6465, -2.3828, -0.5214], [-0.5967, -2.2518, -2.0035], [-0.8001, -1.4752, 1.6320], [-1.1652, 0.2015, 1.2734], [0.7070, -0.2588, 2.9221], [1.4158, 0.5629, 1.6112], [1.6532, -1.1944, 1.5961], [-0.5512, 2.6560, 0.9007], [-1.3500, 2.1716, 0.6548], [-0.7019, 2.7376, 1.8483]],
  "atomic_forces_ev_per_a": [[-1.2, -0.4, -0.5], [-0.3, 1.4, 0.5], [1.6, -2.2, -0.3], [-0.9, 0.5, 0.3], [-1.1, -0.6, 0.0], [0.3, 2.3, -0.6], [1.0, -0.4, -0.1], [0.0, 0.5, 0.5], [0.3, -0.3, 0.2], [0.2, 0.4, 0.1], [-0.4, 0.2, -0.8], [0.9, -0.1, 0.3], [0.2, -0.8, 0.1], [-0.3, -0.7, -0.2], [-0.4, 0.0, 0.5], [-0.6, -0.1, 0.2], [0.2, 0.1, -0.4], [0.4, 0.2, 0.1]]
}